64
Properties=species:S:1:pos:R:3:forces:R:3:lowdin_spin:R:1 method="wB97M-V/def2-TZVPD" relative_energy_ev=1.073 total_energy_ha=-5661.4117 e_homo_ev="-10.697 / -10.789" total_charge=+1 spin_multiplicity=4 lumo_ev="-2.71 / -2.87"
Cr -0.226079 1.132379 0.430696 -1.1 0.4 0.3 2.95
Br 2.655171 3.239615 1.847037 0.8 0.2 -0.2 0.01
C 1.093947 3.304926 2.838314 -0.8 -0.8 0.7 0.00
C 1.028079 3.899905 4.090783 0.2 0.9 0.9 0.00
C -0.186475 3.887579 4.772697 -0.5 0.6 0.3 0.00
C -1.297364 3.292887 4.202488 1.4 -0.5 0.0 0.00
C -1.102221 2.658721 2.975086 -0.4 0.7 0.0 0.00
N 0.071232 2.617009 2.310262 -0.3 0.4 0.2 0.00
C -2.274352 2.024089 2.281360 0.0 -1.8 0.8 0.01
O -3.387452 2.089249 2.745439 -0.1 0.7 -0.1 0.01
O -1.920035 1.195292 1.348290 0.0 0.3 -0.7 0.03
H 1.847815 4.416214 4.621746 -0.2 -0.5 -1.0 0.00
H -0.371486 4.428585 5.728506 0.8 -0.6 -0.7 0.00
H -2.162855 3.220859 4.828180 -0.8 0.0 -0.6 0.00
C -1.140151 -1.769493 2.141555 -0.2 -1.6 1.2 0.00
P 0.337064 -0.879624 1.632172 0.4 1.3 -0.5 -0.02
C 1.384130 -0.592625 3.155483 0.0 -1.2 0.1 0.00
C 1.263459 -1.901992 0.456649 -0.3 0.1 0.3 0.00
C 1.385973 -3.254757 0.733137 0.3 -1.2 -0.6 0.00
C 2.064804 -4.084784 -0.159065 -0.1 1.5 -0.3 0.00
C 2.563164 -3.524323 -1.340880 0.1 -1.7 0.9 0.00
C 2.426449 -2.195962 -1.639829 -0.3 0.7 0.7 0.00
C 1.769343 -1.348684 -0.728946 0.4 0.1 -0.1 0.00
P 1.677518 0.494503 -0.918843 0.5 -0.4 0.8 -0.01
C 3.420824 1.004977 -0.675425 -0.4 -0.8 0.1 0.00
C 1.375533 0.951348 -2.597253 -0.4 -1.5 -1.4 0.00
H -0.843114 -2.737808 2.670095 -0.3 1.4 -0.2 0.00
H -1.804701 -2.158444 1.332734 0.6 1.1 0.3 0.00
H -1.664002 -1.066552 2.839305 0.1 -0.9 -0.6 0.00
H 1.557598 -1.626087 3.583495 0.1 1.2 -0.3 0.00
H 0.787156 -0.027791 3.892074 0.2 -0.2 -0.3 0.00
H 2.362693 -0.061641 2.983461 -1.1 -0.6 -0.1 0.00
H 0.925097 -3.750351 1.582462 0.1 0.4 0.2 0.00
H 2.260496 -5.118495 0.032322 -0.2 -0.4 0.2 0.00
H 3.087324 -4.258982 -1.937580 0.1 0.5 -0.6 0.00
H 2.883765 -1.818806 -2.527320 0.1 0.3 -0.5 0.00
H 4.081566 0.351216 -1.258635 -0.1 0.1 0.3 0.00
H 3.592223 0.912015 0.391406 0.5 0.0 0.1 0.00
H 3.575160 2.022646 -0.987902 0.0 0.5 -0.1 0.00
H 1.682658 1.955116 -2.839337 -0.1 0.4 0.1 0.00
H 0.326015 0.724248 -2.786850 -0.1 0.6 0.0 0.00
H 1.868121 0.253605 -3.286073 0.4 0.2 0.1 0.00
N -1.743649 2.925209 -1.404181 1.2 -1.2 0.6 0.00
C -1.843603 4.042303 -2.079223 1.5 2.0 -0.3 0.01
C -0.655998 4.781327 -1.785986 -1.7 -0.1 -0.4 0.00
C 0.075346 3.998604 -0.914968 -0.2 -0.8 -0.6 0.01
N -0.567067 2.843205 -0.746452 -0.3 -0.5 0.8 0.00
H -2.243125 2.051019 -1.421180 -0.6 -0.1 -0.2 0.00
H -2.652029 4.306631 -2.750733 0.0 -0.2 0.3 0.00
H -0.470348 5.774002 -2.126037 0.2 0.3 -0.2 0.00
H 1.064171 4.100321 -0.492622 -0.2 0.3 0.1 0.00
C -1.177076 -0.090343 -0.936203 0.2 -1.2 -0.7 -0.06
C -1.541859 -1.037094 -1.646536 0.3 0.6 0.3 0.06
C -1.915744 -2.294248 -2.325842 -0.1 0.2 0.1 0.01
C -1.793650 -3.458608 -1.519691 -0.9 -0.2 -2.8 0.01
C -2.157990 -4.701704 -2.062300 0.4 0.8 0.6 0.00
C -2.559687 -4.837387 -3.378679 -0.2 -0.2 -0.1 0.01
C -2.689957 -3.724488 -4.162400 0.7 2.3 0.7 0.00
C -2.388211 -2.403479 -3.658891 0.3 -3.0 1.3 0.01
H -1.368992 -3.326090 -0.574493 0.3 -0.2 1.4 0.00
H -2.153120 -5.575710 -1.457752 0.3 -0.6 0.6 0.00
H -2.774510 -5.801788 -3.847666 0.0 0.2 0.5 0.00
H -2.981769 -3.892009 -5.172020 -0.2 0.4 -0.7 0.00
H -2.435240 -1.579453 -4.299454 -0.2 1.2 -0.7 0.00